Entry 1:
Computed, not measured: a cluster of 18 separate species, C5H41NO23S in total at a distorted geometry, with ωB97M-V/def2-TZVPD.

## Properties
Gap between HOMO and LUMO, eV: 9.2
Energy, Ha: -2398.325267
2S+1: 1
Total charge: 0

Structure (XYZ):
```
71
Properties=species:S:1:pos:R:3:lowdin_charge:R:1
S 1.740 -1.002 0.520 0.94
O 2.288 -2.194 1.357 -0.31
O -3.146 4.622 -0.367 -0.05
O -1.415 -2.398 -5.267 -0.05
O -2.358 -2.429 -0.533 -0.06
O 2.836 -0.673 -0.789 -0.19
O 7.410 0.551 -3.294 -0.07
O 0.308 -0.083 -5.956 -0.08
O 1.029 -0.167 5.771 -0.07
O -1.400 1.312 -2.505 -0.24
O 0.423 5.773 3.946 -0.06
O -2.327 1.066 0.492 -0.04
O 1.531 0.230 1.484 -0.32
O 0.351 -1.305 -0.482 -0.20
O 1.106 3.359 2.290 -0.06
O 2.739 -4.260 3.658 -0.06
O -0.838 1.493 4.182 -0.07
O 0.140 -6.687 0.771 -0.05
O -4.719 -1.000 -1.905 -0.08
O 4.420 0.557 -4.211 0.02
O -2.408 -0.515 5.614 -0.05
O -0.424 -4.037 1.781 -0.05
O -1.568 -1.272 2.296 -0.05
O -0.150 4.313 -0.170 -0.08
N 2.358 -0.839 -3.101 0.14
C 1.990 -0.042 -1.854 -0.26
C 0.419 -0.132 -1.368 -0.22
C -0.566 2.478 -2.834 -0.09
C -0.653 0.045 -2.595 -0.11
C 3.405 -0.187 -3.717 0.00
H -2.966 -0.947 4.949 0.05
H -0.276 -4.888 1.342 0.00
H -0.433 2.688 -3.978 0.11
H -0.376 1.569 3.334 0.02
H -2.251 -2.076 -5.636 0.06
H 0.771 -0.006 -6.804 0.05
H 0.404 -3.553 1.639 0.00
H -1.641 -3.265 -4.897 0.06
H -0.160 -0.047 -3.669 0.12
H -3.703 4.190 -1.031 0.05
H -0.910 4.851 -0.437 0.01
H 0.482 5.140 4.677 0.04
H 0.334 -7.219 -0.014 0.06
H -3.043 -0.105 6.221 0.06
H 1.723 2.761 1.842 0.04
H -2.020 -3.275 -0.205 0.04
H 1.337 3.276 3.227 0.05
H -1.445 -0.846 -2.543 0.15
H 3.664 -4.038 3.476 0.04
H 0.501 2.480 -2.354 0.09
H 0.237 0.363 5.600 -0.01
H -4.381 -1.847 -1.576 0.01
H 7.709 1.454 -3.481 0.04
H -3.780 5.032 0.241 0.05
H 0.088 0.739 -0.630 0.16
H -4.671 -0.414 -1.135 0.03
H -1.242 0.612 4.150 0.00
H -2.310 -1.843 0.237 0.01
H 6.445 0.606 -3.357 -0.01
H -1.216 -2.089 2.681 0.04
H -0.096 -0.963 -5.988 0.00
H 0.198 -7.319 1.503 0.06
H 0.618 5.240 3.160 0.00
H 2.358 1.088 -1.874 0.18
H -0.781 -0.803 1.981 0.01
H 0.426 4.937 0.297 0.04
H 1.125 -0.709 4.973 0.03
H -2.173 1.121 -0.463 0.01
H -2.193 1.973 0.803 0.04
H 2.254 -3.874 2.912 -0.01
H -1.129 3.432 -2.388 0.10
```



Entry 2:
Computed, not measured: the ion C5H12N3 with charge +1 at a distorted geometry, with ωB97M-V/def2-TZVPD.

## Properties
Gap between HOMO and LUMO, eV: 9.7
SMILES: CC/C=[N+]1\CNCN1
Energy, Ha: -361.637851
2S+1: 1
ΔE to the lowest compared entry with this formula, charge and spin, kcal/mol: 81.74
Total charge: +1

Structure (XYZ):
```
20
Properties=species:S:1:pos:R:3:lowdin_charge:R:1
N -0.545 0.196 0.029 -0.06
N -2.513 -0.979 0.116 0.00
N -1.482 1.023 -0.534 0.08
C 0.664 0.509 -0.188 -0.02
C 1.800 -0.385 0.090 -0.25
C -2.776 0.445 -0.003 -0.14
C -1.176 -0.968 0.658 -0.11
C 3.146 0.264 -0.346 -0.11
H 1.087 1.433 -0.532 0.15
H 3.023 1.304 0.031 0.07
H -1.161 -0.775 1.795 0.18
H -3.022 0.968 0.913 0.13
H 1.912 -0.682 1.213 0.16
H -3.459 0.664 -0.749 0.11
H 3.226 0.169 -1.510 0.12
H 4.018 -0.337 0.157 0.12
H 1.839 -1.413 -0.358 0.13
H -0.635 -1.901 0.575 0.14
H -2.662 -1.499 -0.811 0.18
H -1.282 1.964 -0.548 0.12
```



Entry 3:
Computed, not measured: a structure of composition C8AlB2O16 at a distorted geometry, with ωB97M-V/def2-TZVPD.

## Properties
Gap between HOMO and LUMO, eV: 2.0
Energy, Ha: -1800.676820
2S+1: 1
ΔE to the lowest compared entry with this formula, charge and spin, kcal/mol: 32.29
Total charge: +1

Structure (XYZ):
```
27
Properties=species:S:1:pos:R:3:lowdin_charge:R:1
Al -0.162 -2.251 -4.008 1.08
O 2.914 3.521 -0.949 0.27
O -0.660 -2.107 -1.080 0.05
O 3.098 1.304 -1.125 0.29
O 3.896 -0.692 0.020 0.29
O -4.124 -0.242 1.024 0.32
O -0.317 -2.243 1.871 0.24
O -1.888 -0.591 1.804 0.29
O -4.136 3.122 0.628 0.29
O 1.863 -0.753 -1.131 0.23
O -2.617 1.471 0.771 0.34
O 2.029 -2.681 -2.121 0.07
O -2.245 -0.619 -0.503 0.29
O 1.945 0.706 0.862 0.27
O 1.543 2.800 1.665 0.27
O 4.690 -2.701 -0.651 0.23
O -5.957 1.065 1.279 0.28
C -1.069 -1.489 1.260 -0.27
C -1.268 -1.401 -0.284 -0.36
C 2.699 2.399 -0.493 -0.27
C 3.822 -1.820 -0.626 -0.29
C 2.006 2.019 0.831 -0.28
C -4.754 0.887 1.085 -0.31
C -3.797 1.958 0.774 -0.34
C 2.455 -1.854 -1.363 -0.40
B -2.697 0.039 0.763 -0.82
B 2.731 0.152 -0.303 -0.77
```



Entry 4:
Computed, not measured: an isolated molecule of C10H9N3S2 at a distorted geometry, with ωB97M-V/def2-TZVPD.

## Properties
Gap between HOMO and LUMO, eV: 8.3
SMILES: Cc1cc(C)c2c(c1)sc1n[nH]c(=S)n12
Energy, Ha: -1347.067551
2S+1: 1
ΔE to the lowest compared entry with this formula, charge and spin, kcal/mol: 0.00
Total charge: 0

Structure (XYZ):
```
24
Properties=species:S:1:pos:R:3:lowdin_charge:R:1
S 1.741 0.661 2.986 0.63
S -0.236 2.596 -1.588 1.12
N 2.168 2.750 -0.210 0.08
N 2.566 2.077 0.905 -0.02
N 0.783 1.117 0.327 0.00
C -0.422 0.549 0.123 -0.16
C 1.646 1.130 1.419 -0.77
C 1.076 2.133 -0.516 -0.59
C -2.879 -0.346 -0.986 -0.23
C -4.280 -0.730 -1.459 -0.04
C -2.229 -1.117 0.011 0.00
C -0.328 -1.685 1.379 -0.06
C -1.033 -0.694 0.569 -0.17
C -2.269 0.874 -1.385 -0.06
C -1.019 1.210 -0.923 -0.49
H -2.721 -1.905 0.500 0.11
H -2.874 1.473 -2.024 0.10
H -4.362 -1.797 -1.761 0.09
H 3.256 2.451 1.523 0.12
H 0.653 -1.894 0.967 0.10
H -4.652 0.023 -2.110 0.06
H -0.295 -1.282 2.361 0.04
H -0.925 -2.495 1.554 0.05
H -4.885 -0.686 -0.525 0.09
```



Entry 5:
Computed, not measured: a structure of composition C4H6O2, with ωB97M-V/def2-TZVPD.

## Properties
Gap between HOMO and LUMO, eV: 10.1
Energy, Ha: -306.397981
2S+1: 1
ΔE to the lowest compared entry with this formula, charge and spin, kcal/mol: 67.97
Total charge: 0

Structure (XYZ):
```
12
Properties=species:S:1:pos:R:3:lowdin_charge:R:1
O -0.544 1.137 -1.565 0.02
O 0.994 -1.044 -0.436 -0.06
C -0.018 1.132 -0.280 -0.29
C -0.332 0.116 0.780 -0.10
C -0.286 -1.280 0.176 -0.14
C 1.069 0.231 0.189 -0.19
H -0.718 0.358 1.765 0.13
H -1.050 -1.563 -0.564 0.12
H 0.065 2.146 0.106 0.15
H -0.986 0.295 -1.721 0.09
H -0.213 -2.065 0.935 0.12
H 2.020 0.536 0.615 0.15
```



Entry 6:
Computed, not measured: an isolated molecule of C5H3NO at a distorted geometry, with ωB97M-V/def2-TZVPD.

## Properties
Gap between HOMO and LUMO, eV: 10.1
SMILES: C#CCC(=O)C#N
Energy, Ha: -322.222996
2S+1: 1
ΔE to the lowest compared entry with this formula, charge and spin, kcal/mol: 43.17
Total charge: 0

Structure (XYZ):
```
10
Properties=species:S:1:pos:R:3:lowdin_charge:R:1
O 0.885 -0.987 1.423 0.15
N 3.206 0.391 -0.653 0.18
C -0.264 0.710 0.152 -0.13
C 2.215 0.170 -0.099 -0.10
C 0.937 -0.127 0.587 -0.39
C -1.343 -0.184 -0.269 -0.13
C -2.173 -0.984 -0.612 0.13
H 0.019 1.407 -0.644 0.12
H -2.905 -1.704 -0.904 0.03
H -0.576 1.308 1.018 0.14
```



Entry 7:
Computed, not measured: an isolated molecule of C24H35NO6, with ωB97M-V/def2-TZVPD.

## Properties
Gap between HOMO and LUMO, eV: 9.3
SMILES: COc1cc(OCC(=O)NC(C)C)cc2c1C(=O)O[C@@H](C)CCCC(=O)CCCCC2
Energy, Ha: -1441.761596
2S+1: 1
ΔE to the lowest compared entry with this formula, charge and spin, kcal/mol: 0.00
Total charge: 0

Structure (XYZ):
```
66
Properties=species:S:1:pos:R:3:lowdin_charge:R:1
O 5.883 1.066 -0.790 0.10
O -4.956 -0.814 -2.068 0.06
O -0.360 -1.889 -0.697 -0.07
O 1.996 -1.286 0.338 0.00
O 1.274 -0.863 2.423 0.13
O -3.141 2.055 -1.095 -0.04
N -4.888 0.251 -0.069 0.10
C 3.776 2.072 -1.277 -0.12
C 0.090 0.047 0.559 -0.01
C 4.402 -1.696 0.589 -0.13
C 2.702 -3.555 0.112 -0.02
C -1.117 -2.597 -1.651 -0.06
C -1.753 0.057 -1.013 0.05
C 2.977 -2.225 0.805 -0.33
C -6.592 -0.417 1.537 -0.05
C 4.868 -1.578 -0.863 -0.18
C 0.605 2.112 1.939 -0.13
C -1.304 1.989 0.349 0.04
C 1.909 3.195 0.008 -0.20
C -4.229 -1.289 1.697 -0.04
C 1.169 -0.737 1.227 -0.44
C -0.221 1.355 0.937 -0.16
C 1.211 3.396 1.353 -0.19
C 4.191 -0.423 -1.600 -0.12
C -0.685 -0.602 -0.419 -0.19
C -2.073 1.349 -0.615 -0.25
C 4.753 0.922 -1.184 -0.42
C -4.019 1.407 -1.989 -0.09
C -5.351 -0.845 0.760 -0.41
C -4.672 0.151 -1.389 -0.50
C 3.054 2.190 0.073 -0.18
H 4.485 -0.717 1.067 0.12
H 4.382 -0.509 -2.675 0.13
H 1.176 2.854 -0.727 0.11
H -5.605 -1.655 0.069 0.14
H -4.799 2.141 -2.212 0.14
H -4.588 1.089 0.407 0.15
H -3.959 -0.483 2.376 0.08
H -2.173 -2.663 -1.368 0.10
H 1.924 3.798 2.076 0.11
H -7.373 -0.093 0.855 0.08
H 4.315 2.998 -1.484 0.12
H 3.473 -4.275 0.368 0.09
H 3.113 -0.445 -1.450 0.11
H 5.072 -2.377 1.117 0.12
H -3.521 1.135 -2.927 0.14
H 1.395 1.475 2.331 0.10
H -3.344 -1.567 1.130 0.07
H 1.736 -3.939 0.430 0.08
H -0.689 -3.598 -1.677 0.10
H -0.034 2.387 2.782 0.13
H -1.037 -2.146 -2.645 0.10
H 2.296 4.159 -0.330 0.12
H -4.548 -2.145 2.285 0.08
H 5.944 -1.391 -0.859 0.11
H 2.674 -3.419 -0.966 0.08
H 2.826 -2.338 1.887 0.14
H -6.352 0.404 2.211 0.08
H 3.047 1.891 -2.068 0.12
H 4.692 -2.515 -1.391 0.10
H 3.774 2.493 0.836 0.13
H -1.574 2.993 0.634 0.13
H 2.660 1.212 0.348 0.09
H -2.341 -0.445 -1.761 0.10
H 0.424 4.141 1.219 0.10
H -6.968 -1.248 2.126 0.08
```



Entry 8:
Computed, not measured: a cluster of 2 separate species, H4O2 in total at a distorted geometry, with ωB97M-V/def2-TZVPD.

## Properties
Gap between HOMO and LUMO, eV: 11.8
SMILES: O.O
Energy, Ha: -152.863643
2S+1: 1
ΔE to the lowest compared entry with this formula, charge and spin, kcal/mol: 7.09
Total charge: 0

Structure (XYZ):
```
6
Properties=species:S:1:pos:R:3:lowdin_charge:R:1
O 1.679 -0.231 -0.179 -0.07
O -1.248 -0.243 -0.266 -0.09
H 1.384 0.692 0.000 0.04
H 0.881 -0.674 0.118 0.00
H -1.844 -0.203 0.543 0.08
H -0.852 0.660 -0.215 0.05
```



Entry 9:
Computed, not measured: an isolated molecule of CH3N5O at a distorted geometry, with ωB97M-V/def2-TZVPD.

## Properties
Gap between HOMO and LUMO, eV: 8.3
SMILES: N/N=c1/nno[nH]1
Energy, Ha: -388.753521
2S+1: 1
ΔE to the lowest compared entry with this formula, charge and spin, kcal/mol: 72.91
Total charge: 0

Structure (XYZ):
```
10
Properties=species:S:1:pos:R:3:lowdin_charge:R:1
O -0.378 -1.671 -1.589 -0.09
N -0.063 1.681 1.085 0.04
N 0.711 0.594 0.803 0.02
N -0.703 -0.549 -0.767 0.08
N 0.678 -2.310 -0.903 0.06
N 1.142 -1.577 -0.023 0.10
C 0.413 -0.405 0.062 -0.44
H -0.999 1.640 0.966 0.04
H -1.087 0.203 -1.296 0.13
H 0.285 2.393 1.663 0.07
```



Entry 10:
Computed, not measured: an isolated molecule of C3H6FN3 at a distorted geometry, with ωB97M-V/def2-TZVPD.

## Properties
Gap between HOMO and LUMO, eV: 9.3
SMILES: NN1CC(F)=CN1
Energy, Ha: -381.904994
2S+1: 1
ΔE to the lowest compared entry with this formula, charge and spin, kcal/mol: 79.54
Total charge: 0

Structure (XYZ):
```
13
Properties=species:S:1:pos:R:3:lowdin_charge:R:1
F -2.876 -0.276 1.301 0.02
N 0.898 -0.193 -1.230 -0.01
N 0.737 -0.367 0.152 -0.21
N 0.439 0.854 0.810 -0.07
C -0.916 1.007 1.138 -0.08
C -0.617 -1.322 0.561 0.01
C -1.533 -0.169 1.100 -0.26
H 1.229 1.032 1.449 0.13
H -0.297 -2.160 1.125 0.07
H 0.127 0.303 -1.649 0.07
H -1.517 1.937 1.308 0.14
H 1.362 -1.019 -1.672 0.10
H -0.912 -1.724 -0.411 0.09
```



Entry 11:
Computed, not measured: a structure of composition C11H13ClO3SSn at a distorted geometry, with ωB97M-V/def2-TZVPD.

## Properties
Gap between HOMO and LUMO, eV: 2.9
Energy, Ha: -1725.257690
2S+1: 1
ΔE to the lowest compared entry with this formula, charge and spin, kcal/mol: 0.00
Total charge: -2

Structure (XYZ):
```
30
Properties=species:S:1:pos:R:3:lowdin_charge:R:1
Sn -0.240 -0.324 0.873 0.89
Cl 0.631 -2.293 1.779 -0.09
S -0.180 1.364 3.132 0.47
O -1.039 0.134 2.878 -0.49
O -0.842 2.450 3.791 -0.33
O 0.342 1.695 1.724 -0.47
C -1.852 -1.148 -1.469 -0.19
C -1.961 1.119 -1.053 -0.18
C 2.044 -0.960 -0.899 -0.27
C 1.935 1.354 -0.507 -0.23
C -2.235 -0.994 -0.085 -0.38
C 1.874 -0.295 -2.132 -0.21
C -2.291 0.455 0.184 -0.37
C 1.259 0.837 4.059 -0.16
C 1.809 1.120 -1.890 -0.20
C 2.073 0.061 0.159 -0.41
C -1.692 0.139 -2.028 -0.18
H -1.780 -2.095 -2.003 0.08
H 1.489 -0.221 3.863 0.04
H -2.015 2.197 -1.218 0.08
H 1.032 0.989 5.120 0.05
H -2.659 -1.749 0.569 0.08
H -2.781 0.889 1.048 0.08
H 2.190 -2.019 -0.723 0.04
H 1.986 2.313 -0.008 0.06
H 1.836 -0.758 -3.104 0.05
H 2.445 -0.098 1.166 0.04
H 1.712 1.875 -2.655 0.05
H 2.110 1.467 3.760 0.06
H -1.458 0.346 -3.075 0.08
```



Entry 12:
Computed, not measured: an isolated molecule of ClH2NP2 at a distorted geometry, with ωB97M-V/def2-TZVPD.

## Properties
Gap between HOMO and LUMO, eV: 8.1
SMILES: [H]/N=P(\Cl)=P\[H]
Energy, Ha: -1198.810171
2S+1: 1
ΔE to the lowest compared entry with this formula, charge and spin, kcal/mol: 23.83
Total charge: 0

Structure (XYZ):
```
6
Properties=species:S:1:pos:R:3:lowdin_charge:R:1
Cl 0.537 1.194 1.535 0.21
P -0.699 0.301 -1.863 0.38
P -0.072 -0.076 0.072 -0.02
N -0.052 -1.509 0.709 -0.33
H 0.115 -1.334 1.736 -0.03
H 0.172 1.423 -2.188 -0.21
```



Values of HOMO level, in order: -10.34; -13.89; -13.57; -7.79; -9.25; -10.72; -8.63; -11.36; -8.19; -8.26; 2.14; -8.79, all in eV.